No. 1
C12H22ClI2N2P2Ti as an isolated structure, computed with ωB97M-V/def2-TZVPD.

Calculated values
multiplicity = 1
charge = +3
LUMO level (spin up / spin down) = -13.520 / -13.491 eV
total energy = -3166.6651 a.u.
HOMO-LUMO gap (spin up / spin down) = 5.54 / 5.57 eV
HOMO (spin up / spin down) = -19.06 / -19.06 eV

The geometry in XYZ format:
```
42
Properties=species:S:1:pos:R:3:nbo_charge:R:1
I 0.30 0.73 -4.39 0.427
I -0.56 2.51 -1.91 0.153
Ti -0.10 -0.07 -0.60 1.293
P -2.76 0.18 -1.06 0.897
C -3.74 1.43 -0.14 -0.932
C -3.08 0.58 -2.81 -0.919
H -4.16 0.54 -2.90 0.284
H -4.50 -1.44 -1.20 0.284
H -2.54 -0.16 -3.39 0.258
H -2.94 -2.13 -1.74 0.272
H -3.47 2.41 -0.53 0.268
H -2.67 1.57 -2.99 0.246
C -3.43 -1.53 -0.97 -0.926
H -4.81 1.23 -0.28 0.299
H -3.28 -2.04 -0.01 0.263
H -3.49 1.39 0.92 0.262
P 2.56 0.26 -0.94 0.866
C 3.57 1.45 0.01 -0.922
C 3.21 -1.46 -0.71 -0.915
H 2.45 -0.18 -3.29 0.248
H 4.05 0.53 -2.79 0.289
H 2.58 1.57 -2.95 0.251
C 2.97 0.59 -2.69 -0.916
H 2.73 -2.11 -1.45 0.266
H 4.28 -1.39 -0.92 0.285
H 4.63 1.24 -0.15 0.295
H 3.33 1.40 1.07 0.264
H 3.03 -1.87 0.29 0.260
H 3.32 2.44 -0.37 0.274
Cl -0.06 -2.04 -1.53 -0.243
N 3.40 -0.21 4.82 -0.122
C 2.34 -0.24 4.37 0.173
C 1.05 -0.38 3.75 -0.067
C -0.15 -0.32 4.41 -0.059
C -1.27 -0.43 3.63 -0.205
C -1.23 -0.69 2.27 0.066
N -0.04 -0.63 1.61 -0.611
C 1.08 -0.63 2.38 0.073
H -0.26 -0.21 5.47 0.286
H -2.23 -0.27 4.08 0.271
H -2.16 -0.87 1.69 0.231
H 2.07 -0.75 1.93 0.235
```

---

No. 2
A 2-piece molecular cluster, C5H15N2O overall, computed with ωB97M-V/def2-TZVPD.

Calculated values
multiplicity = 1
charge = +1
LUMO level = -7.038 eV
total energy = -383.8785 a.u.
HOMO-LUMO gap = 5.98 eV
HOMO = -13.02 eV
energy above the lowest of the compared OMol25 structures with the same formula, charge and spin = 4.694 eV

The geometry in XYZ format:
```
23
Properties=species:S:1:pos:R:3:nbo_charge:R:1
N -0.67 3.45 -1.78 -1.103
C -0.88 -0.56 0.34 0.408
C -0.02 0.61 0.12 -0.586
C 0.72 1.16 1.35 -0.032
O 1.52 2.26 1.02 -0.683
C -0.89 -1.63 -0.67 -0.364
N -0.55 -2.96 -0.10 -0.529
C 0.86 -3.06 0.42 -0.419
H -0.19 3.22 -2.63 0.375
H -1.63 3.16 -1.73 0.372
H -0.42 4.40 -1.57 0.390
H -1.79 -0.37 0.91 0.223
H -0.67 1.41 -0.28 0.365
H 0.69 0.39 -0.68 0.246
H -0.02 1.48 2.09 0.178
H 1.26 0.35 1.84 0.178
H 2.29 2.25 1.59 0.491
H -0.11 -1.44 -1.41 0.228
H -1.87 -1.73 -1.14 0.275
H -1.19 -3.22 0.64 0.373
H 0.93 -3.71 1.29 0.232
H 1.12 -2.07 0.76 0.156
H 1.51 -3.39 -0.39 0.224
```

---

No. 3
C26H43Cl3EuN3O3Si as an isolated structure, computed with ωB97M-V/def2-TZVPD.

Calculated values
multiplicity = 8
charge = -1
LUMO level (spin up / spin down) = 2.458 / 2.456 eV
total energy = -3787.1996 a.u.
HOMO-LUMO gap (spin up / spin down) = 5.38 / 6.85 eV
HOMO (spin up / spin down) = -2.92 / -4.39 eV
energy above the lowest of the compared OMol25 structures with the same formula, charge and spin = 0.000 eV

The geometry in XYZ format:
```
80
Properties=species:S:1:pos:R:3:lowdin_charge:R:1
C -2.97 1.02 -3.19 -0.059
C -2.23 2.10 -2.47 -0.229
H -3.77 1.44 -3.81 0.062
H -3.42 0.32 -2.47 0.064
H -2.29 0.45 -3.82 0.085
C -2.73 3.34 -2.28 -0.130
C -4.09 3.80 -2.68 -0.120
H -2.12 4.12 -1.82 0.091
H -4.81 2.97 -2.75 0.061
H -4.08 4.35 -3.63 0.070
H -4.47 4.51 -1.92 0.061
Eu -0.49 -1.07 0.67 1.064
Cl 1.41 -1.18 -1.48 -0.160
Cl -2.11 -2.01 2.56 -0.258
H 4.08 -4.16 3.24 0.084
H 4.60 -5.11 1.10 0.085
C 3.03 -3.99 3.01 -0.030
C 3.54 -5.07 0.81 -0.046
N 2.88 -3.99 1.55 -0.182
H 2.69 -3.03 3.40 0.093
C 2.01 -3.18 0.97 -0.344
O 1.29 -2.38 1.62 -0.197
H 3.45 -4.85 -0.27 0.093
H 1.95 -3.23 -0.14 0.039
H 2.44 -4.80 3.46 0.095
H 3.07 -6.04 1.02 0.089
H -3.04 1.01 0.17 0.070
H -3.18 4.03 1.19 0.085
C -3.30 1.06 1.24 -0.054
C -3.20 3.42 2.10 -0.049
N -2.54 2.13 1.89 -0.167
H -3.08 0.09 1.72 -0.014
C -1.25 1.97 2.25 -0.293
O -0.57 0.93 2.05 -0.188
H -2.70 3.96 2.91 0.086
H -0.81 2.86 2.72 0.142
H -4.36 1.30 1.35 0.083
H -4.25 3.23 2.36 0.083
O -1.15 0.72 -0.87 -0.431
C -0.90 1.63 -1.86 -0.449
C -0.34 3.53 -0.32 -0.080
C 0.03 2.77 -1.42 -0.179
H -1.27 3.24 0.18 0.088
C 0.44 4.61 0.08 -0.089
H -0.37 1.08 -2.66 0.106
C 1.17 3.09 -2.16 -0.030
H 0.16 5.15 0.98 0.090
C 1.56 4.97 -0.67 -0.111
C 1.91 4.22 -1.80 -0.092
H 1.44 2.46 -3.01 0.115
H 2.15 5.84 -0.39 0.089
H 2.77 4.51 -2.41 0.092
Si -2.14 -4.39 -1.08 0.219
Cl -2.21 -2.22 -1.19 0.296
C -2.56 -4.88 0.68 -0.244
C -0.41 -4.95 -1.54 -0.201
C -3.38 -4.95 -2.36 -0.229
H -2.01 -4.26 1.41 -0.059
H -2.31 -5.94 0.87 0.030
H -3.63 -4.75 0.89 0.034
H -4.40 -4.63 -2.10 0.031
H -3.39 -6.04 -2.43 0.029
H -3.14 -4.55 -3.35 0.031
H 0.35 -4.20 -1.30 -0.009
H -0.37 -5.15 -2.62 0.035
H -0.17 -5.88 -1.01 0.031
N 1.98 1.12 0.60 0.103
C 3.25 1.27 1.03 -0.324
C 3.52 2.00 2.21 -0.049
C 4.83 2.11 2.67 -0.131
C 5.88 1.51 1.97 -0.152
C 5.63 0.82 0.78 -0.124
C 4.33 0.69 0.31 -0.047
H 1.81 0.57 -0.26 -0.054
H 1.20 1.36 1.21 0.052
H 2.69 2.47 2.75 0.102
H 5.03 2.65 3.60 0.090
H 6.90 1.57 2.36 0.077
H 6.45 0.36 0.22 0.091
H 4.09 0.14 -0.61 0.086
```

---

No. 4
A 2-piece molecular cluster, C4H11NS overall, computed with ωB97M-V/def2-TZVPD.

Calculated values
multiplicity = 1
charge = 0
SMILES = C=NC.CSC
LUMO level = 0.944 eV
total energy = -611.8919 a.u.
HOMO-LUMO gap = 9.27 eV
HOMO = -8.33 eV
energy above the lowest of the compared OMol25 structures with the same formula, charge and spin = 1.366 eV

The geometry in XYZ format:
```
17
Properties=species:S:1:pos:R:3:nbo_charge:R:1
C -1.46 0.81 0.47 -0.744
S -1.12 2.00 1.80 0.179
C 0.57 1.55 2.21 -0.748
H -2.53 0.94 0.28 0.223
H -1.25 -0.23 0.67 0.233
H -0.91 1.15 -0.40 0.204
H 0.52 0.61 2.75 0.214
H 1.27 1.49 1.38 0.210
H 0.91 2.31 2.91 0.226
C -0.38 -1.46 -1.98 -0.464
C 1.59 -1.19 -0.79 -0.067
N 0.39 -1.56 -0.74 -0.391
H -0.33 -0.48 -2.45 0.193
H -1.43 -1.64 -1.79 0.207
H 0.02 -2.16 -2.72 0.202
H 2.13 -1.21 0.15 0.180
H 2.03 -0.92 -1.75 0.144
```

---

No. 5
C37H34N5RhS2 as an isolated structure, computed with ωB97M-V/def2-TZVPD.

Calculated values
multiplicity = 5
charge = 0
LUMO level (spin up / spin down) = -0.407 / -2.065 eV
total energy = -2610.9866 a.u.
HOMO-LUMO gap (spin up / spin down) = 5.03 / 5.93 eV
HOMO (spin up / spin down) = -5.44 / -7.99 eV
energy above the lowest of the compared OMol25 structures with the same formula, charge and spin = 0.490 eV

The geometry in XYZ format:
```
79
Properties=species:S:1:pos:R:3:lowdin_charge:R:1
Rh 0.21 -0.41 -0.08 0.965
S -0.52 1.34 -1.63 0.636
C -1.19 2.77 -0.84 -0.676
C -0.45 3.89 -0.49 -0.050
C -1.07 5.02 0.01 -0.185
C -0.26 6.20 0.34 -0.169
N 0.38 7.12 0.58 0.161
C -2.45 5.02 0.18 -0.183
C -3.20 3.90 -0.15 -0.037
C -2.56 2.77 -0.68 -0.709
S -3.36 1.33 -1.21 0.763
C -3.14 6.21 0.66 -0.163
N -3.68 7.15 1.04 0.169
H 0.63 3.89 -0.63 0.107
H -4.27 3.90 0.00 0.123
C 4.10 1.53 -0.23 -0.043
C 4.95 0.44 -0.18 -0.042
C 4.42 -0.84 -0.15 0.006
C 3.04 -1.01 -0.16 -0.208
N 2.24 0.06 -0.20 -0.040
C 2.75 1.29 -0.23 -0.115
C 2.33 -2.31 -0.17 -0.183
C 3.01 -3.52 -0.09 -0.037
C 2.31 -4.72 -0.15 -0.074
C 0.92 -4.69 -0.29 -0.072
C 0.23 -3.49 -0.36 -0.077
C 0.93 -2.28 -0.29 -0.156
H 4.48 2.54 -0.27 0.115
H 6.03 0.58 -0.16 0.116
H 5.06 -1.71 -0.13 0.110
H 2.03 2.09 -0.27 0.081
H 4.09 -3.55 0.03 0.105
H 2.84 -5.66 -0.08 0.106
H 0.37 -5.63 -0.34 0.106
H -0.84 -3.50 -0.46 0.087
C 0.06 0.53 7.07 -0.074
C -0.95 -0.27 6.24 -0.561
C -2.35 0.29 6.53 -0.048
C -0.89 -1.74 6.68 -0.045
C -0.65 -0.18 4.74 -0.159
C 0.52 0.45 4.24 -0.025
C 0.73 0.49 2.89 -0.130
N -0.12 -0.05 2.00 -0.020
C -1.26 -0.70 2.44 -0.199
C -1.52 -0.73 3.83 0.032
C -2.07 -1.28 1.45 -0.203
C -3.23 -2.08 1.71 0.042
C -3.98 -2.59 0.69 -0.165
C -3.58 -2.27 -0.65 -0.040
C -2.45 -1.55 -0.86 -0.256
N -1.68 -1.06 0.15 -0.120
C -5.19 -3.49 0.93 -0.563
C -6.43 -2.86 0.27 -0.045
C -5.48 -3.69 2.42 -0.071
C -4.92 -4.86 0.30 -0.048
H -0.21 0.46 8.13 0.086
H 0.07 1.58 6.79 0.091
H 1.08 0.12 6.97 0.085
H -2.55 0.27 7.61 0.086
H -3.13 -0.29 6.03 0.076
H -2.43 1.33 6.19 0.095
H -1.13 -1.83 7.75 0.087
H 0.11 -2.16 6.51 0.091
H -1.61 -2.35 6.12 0.080
H 1.26 0.90 4.89 0.096
H 1.60 0.99 2.48 0.104
H -2.43 -1.21 4.18 0.106
H -3.49 -2.28 2.74 0.095
H -4.15 -2.60 -1.51 0.109
H -2.10 -1.33 -1.86 0.098
H -6.63 -1.87 0.70 0.093
H -7.31 -3.49 0.45 0.087
H -6.31 -2.74 -0.81 0.078
H -5.69 -2.73 2.92 0.090
H -4.63 -4.17 2.94 0.088
H -6.35 -4.33 2.54 0.086
H -4.79 -4.79 -0.78 0.079
H -5.76 -5.54 0.50 0.087
H -4.01 -5.30 0.72 0.090
```

---

Copy entry 2 word for word.
A 2-piece molecular cluster, C5H15N2O overall, computed with ωB97M-V/def2-TZVPD.

Calculated values
multiplicity = 1
charge = +1
LUMO level = -7.038 eV
total energy = -383.8785 a.u.
HOMO-LUMO gap = 5.98 eV
HOMO = -13.02 eV
energy above the lowest of the compared OMol25 structures with the same formula, charge and spin = 4.694 eV

The geometry in XYZ format:
```
23
Properties=species:S:1:pos:R:3:nbo_charge:R:1
N -0.67 3.45 -1.78 -1.103
C -0.88 -0.56 0.34 0.408
C -0.02 0.61 0.12 -0.586
C 0.72 1.16 1.35 -0.032
O 1.52 2.26 1.02 -0.683
C -0.89 -1.63 -0.67 -0.364
N -0.55 -2.96 -0.10 -0.529
C 0.86 -3.06 0.42 -0.419
H -0.19 3.22 -2.63 0.375
H -1.63 3.16 -1.73 0.372
H -0.42 4.40 -1.57 0.390
H -1.79 -0.37 0.91 0.223
H -0.67 1.41 -0.28 0.365
H 0.69 0.39 -0.68 0.246
H -0.02 1.48 2.09 0.178
H 1.26 0.35 1.84 0.178
H 2.29 2.25 1.59 0.491
H -0.11 -1.44 -1.41 0.228
H -1.87 -1.73 -1.14 0.275
H -1.19 -3.22 0.64 0.373
H 0.93 -3.71 1.29 0.232
H 1.12 -2.07 0.76 0.156
H 1.51 -3.39 -0.39 0.224
```

---

What is the multiplicity in the fifth record? 5

---

Which value of total energy does entry 3 give? -3787.1996 a.u.